24
Properties=species:S:1:pos:R:3:forces:R:3 method="wB97M-V/def2-TZVPD" de_lowest_kj_mol=198.6 lumo_energy_ev=0.36 smiles=CCCSC.O.O.O
C -1.640 0.489 -1.396 0.5 -1.6 -1.9
C -1.013 -0.583 -0.395 -2.0 -0.3 -1.4
C 0.296 -0.229 0.291 1.2 -0.4 -1.6
S -0.072 1.053 1.412 1.0 -0.1 3.5
C 0.246 -0.041 3.023 -0.2 2.1 0.1
H -2.075 1.275 -0.834 -0.1 1.1 0.4
H -2.443 0.195 -2.214 1.3 -0.3 2.1
H -0.832 0.803 -2.061 0.0 0.7 0.2
H -1.809 -0.529 0.394 0.9 -1.3 -0.5
H -0.943 -1.551 -0.948 -0.2 0.5 0.7
H 0.805 -1.079 0.800 -0.8 0.4 -0.3
H 1.128 0.119 -0.373 -1.0 -0.3 0.1
H -0.285 -0.962 2.792 0.4 -0.2 0.2
H -0.303 0.487 3.837 0.3 -0.4 -0.6
H 1.323 -0.130 3.397 -1.4 0.0 -1.2
H 3.786 -1.381 -0.355 1.5 -1.1 0.7
H 3.635 -0.281 -1.469 -0.9 -1.8 1.7
O 3.156 -0.820 -0.743 -0.3 2.6 -2.5
H -2.891 0.192 1.552 -1.4 1.1 0.7
H -4.102 1.055 1.085 0.1 -0.1 0.2
O -3.682 0.713 1.884 1.1 -0.9 -0.7
H 2.736 0.906 -2.648 0.9 -1.1 -2.6
H 2.072 -0.044 -3.521 -2.3 -1.6 -0.6
O 2.907 0.343 -3.510 1.4 3.0 3.2

13
Properties=species:S:1:pos:R:3:forces:R:3 method="wB97M-V/def2-TZVPD" de_lowest_kj_mol=143.4 lumo_energy_ev=0.90 smiles="C=CCCO"
C 1.417 0.286 0.441 -0.8 3.0 -0.6
C 0.077 0.528 -0.391 1.6 -0.9 1.2
C -0.949 -0.487 -0.067 -2.7 -0.8 -0.9
C -2.283 -0.282 0.140 1.7 -1.5 0.8
H 2.633 -0.641 -0.800 -0.6 0.1 0.7
H 1.128 0.253 1.546 0.7 -0.4 -1.4
H 2.086 1.207 0.251 -1.1 -1.0 0.7
H -0.288 1.478 -0.099 -0.4 1.2 0.1
H 0.344 0.535 -1.452 -0.1 0.0 0.0
H -0.729 -1.545 -0.213 0.6 0.2 0.2
H -2.650 0.726 0.320 -0.4 -0.3 -0.2
H -2.892 -1.239 0.325 0.6 2.0 -0.3
O 2.106 -0.820 0.000 0.8 -1.6 -0.2

18
Properties=species:S:1:pos:R:3:forces:R:3 method="wB97M-V/def2-TZVPD" de_lowest_kj_mol=234.0 total_charge=+1 lumo_energy_ev="-4.09 / -4.04"
C -0.925 -0.957 1.196 0.4 1.4 1.2
C -0.146 0.116 1.198 0.2 -2.6 -4.1
C -1.310 -1.420 -1.096 -0.4 -0.3 -2.7
C 0.582 0.069 -1.256 -0.3 0.2 2.5
C 1.318 1.721 1.680 2.6 2.1 1.4
N -1.192 -1.838 0.164 0.1 1.0 -1.1
N -0.648 -0.414 -1.678 0.7 0.2 -0.1
O 0.978 1.293 -1.662 -2.3 0.2 0.8
O 0.042 1.269 1.597 -4.0 1.1 1.9
Cl -2.299 -2.343 -2.233 0.5 0.6 1.2
H -1.377 -1.275 2.093 -0.5 -0.3 1.1
H 1.323 -0.511 -0.723 -0.3 -0.7 -0.6
H 1.867 0.860 1.453 2.0 -0.6 -0.4
H 1.595 2.129 2.688 -0.7 -0.7 -0.7
H 1.432 2.551 1.009 0.2 0.1 -0.6
H -1.900 -2.508 0.374 -0.2 -0.8 0.4
H -1.040 0.005 -2.554 0.4 -0.6 1.0
H 1.700 1.251 -2.250 1.6 -0.1 -1.1

12
Properties=species:S:1:pos:R:3:forces:R:3 method="wB97M-V/def2-TZVPD" de_lowest_kj_mol=648.6 total_charge=+1 lumo_energy_ev=-5.02
C 0.973 0.543 -0.321 -0.7 0.0 -0.2
C -2.223 -0.159 -0.391 -0.1 1.1 -1.3
N -0.216 -1.014 0.989 -1.7 -1.3 1.1
N 0.891 -0.443 0.664 1.4 0.8 -0.6
N -1.276 -0.773 0.429 2.1 1.1 -0.9
N 2.177 0.991 -0.476 0.5 -0.2 0.3
O -2.544 -1.135 0.597 -1.1 -1.4 1.4
H -2.505 0.867 -0.170 0.1 -0.1 0.1
H -2.312 -0.487 -1.427 0.2 0.0 0.2
H 1.689 -0.777 1.221 -0.5 -0.1 -0.1
H 2.346 1.712 -1.164 0.0 -0.1 0.1
H 3.000 0.675 0.049 -0.2 0.1 -0.2

37
Properties=species:S:1:pos:R:3:forces:R:3 method="wB97M-V/def2-TZVPD" lumo_energy_ev="-0.10 / -0.26"
C -2.880 -2.167 1.146 -0.4 -0.6 -0.9
C 2.356 0.715 -1.105 -1.2 0.4 1.4
C -1.097 -0.841 0.293 1.5 0.4 0.1
C -2.407 -1.406 0.121 -0.9 -2.0 0.5
C 2.373 0.779 0.224 0.0 -1.6 -2.0
C -4.472 -1.615 -1.237 -0.5 -0.8 -3.1
C -2.878 0.319 -1.426 -0.3 2.3 -1.5
C -2.236 -1.919 -2.398 1.4 0.6 -0.3
C 4.134 0.379 1.983 -2.0 1.6 3.1
C 2.149 1.971 2.205 0.8 3.6 0.5
C 4.087 2.504 0.599 -0.4 -3.3 1.6
C -3.026 -1.175 -1.263 0.6 -0.2 1.2
C 3.180 1.351 1.284 0.5 1.2 -0.3
P 0.007 -1.160 1.458 1.2 0.1 0.7
H -3.777 -2.815 1.236 0.4 1.0 -0.8
H -2.224 -2.391 1.973 0.2 0.5 0.3
H 1.503 0.230 -1.587 0.4 -0.1 -0.1
H 2.967 1.352 -1.734 0.3 -0.1 0.0
H -0.636 -0.175 -0.433 -0.5 0.0 -0.3
H -5.150 -0.933 -0.671 0.5 -1.0 -0.1
H -4.420 -2.712 -1.008 -0.8 1.0 0.4
H -4.810 -1.625 -2.375 0.3 0.3 2.2
H -1.866 0.623 -1.800 -1.0 -0.4 -0.3
H -2.891 0.904 -0.494 -0.6 -0.5 0.0
H -3.701 0.746 -2.105 1.3 -0.5 0.7
H -2.481 -2.994 -2.562 -0.4 0.9 0.2
H -2.395 -1.292 -3.348 0.3 -1.2 1.2
H -1.097 -1.976 -2.172 -1.8 0.5 -0.4
H 3.623 -0.430 2.585 0.7 1.0 -0.6
H 4.901 0.971 2.542 -1.1 -0.3 0.5
H 4.753 0.016 1.301 2.3 -2.4 -3.3
H 2.603 2.446 3.125 -0.3 -0.9 -0.7
H 1.672 2.884 1.695 0.5 -1.4 0.4
H 1.375 1.294 2.434 -0.8 -0.8 0.6
H 4.951 1.999 0.171 0.1 0.4 -0.2
H 4.312 3.120 1.415 0.9 1.1 1.0
H 3.499 3.021 -0.071 -1.0 1.1 -1.7

42
Properties=species:S:1:pos:R:3:forces:R:3 method="wB97M-V/def2-TZVPD" de_lowest_kj_mol=0.0 total_charge=+2 lumo_energy_ev=-9.75
V 0.760 -0.083 -0.964 0.2 0.1 -0.5
C 3.264 -3.008 -2.453 0.0 0.0 0.0
C 2.816 -1.987 -1.479 0.2 0.0 0.1
O 1.758 -1.323 -1.836 -0.2 0.2 0.1
C 3.479 -1.710 -0.256 -0.1 0.1 0.0
C 4.640 -2.433 0.102 0.0 0.0 0.0
C 5.305 -2.160 1.272 0.0 0.0 0.0
C 4.834 -1.156 2.120 0.0 -0.1 -0.1
C 3.702 -0.417 1.802 -0.1 0.1 0.0
C 3.031 -0.689 0.629 0.3 -0.2 0.2
O 1.947 0.049 0.312 -0.4 0.1 -0.2
H 2.540 -3.100 -3.257 0.0 0.0 0.0
H 3.404 -3.972 -1.964 0.0 0.0 0.0
H 4.229 -2.707 -2.871 0.0 0.0 0.0
H 5.008 -3.209 -0.553 0.0 0.0 0.0
H 6.189 -2.723 1.537 0.0 0.0 0.0
H 5.360 -0.945 3.042 0.0 0.0 0.0
H 3.337 0.366 2.452 0.0 0.0 0.0
C -5.118 2.895 2.740 0.0 0.0 0.0
C -4.285 2.010 1.869 0.0 0.0 0.0
C -4.866 0.922 1.211 0.0 0.0 0.0
C -4.116 0.082 0.414 0.0 0.0 0.0
C -2.752 0.344 0.278 0.1 -0.1 -0.1
C -2.140 1.423 0.919 0.0 0.0 0.0
C -2.913 2.247 1.708 0.0 0.0 0.0
S -1.838 -0.700 -0.734 0.0 0.2 0.1
O -2.590 -1.771 -1.258 0.0 0.0 0.0
O -0.527 -1.104 -0.002 0.2 0.1 0.1
N -0.952 0.154 -1.789 0.0 -0.2 0.1
C -1.276 1.315 -2.574 0.0 0.2 0.0
C 0.061 2.028 -2.719 0.0 0.0 0.0
O 0.396 2.912 -3.399 -0.1 0.0 0.0
O 1.013 1.399 -1.825 0.0 -0.3 0.2
H -5.993 3.254 2.196 0.0 0.0 0.0
H -4.557 3.751 3.105 0.0 0.0 0.0
H -5.488 2.333 3.599 0.0 0.0 0.0
H -5.925 0.731 1.329 0.0 0.0 0.0
H -4.566 -0.761 -0.092 0.0 0.0 0.0
H -1.075 1.613 0.823 0.0 0.0 0.0
H -2.455 3.085 2.216 0.0 0.0 0.0
H -1.990 1.983 -2.083 0.0 0.0 0.0
H -1.652 1.061 -3.567 0.0 0.0 0.0

100
Properties=species:S:1:pos:R:3:forces:R:3 method="wB97M-V/def2-TZVPD" lumo_energy_ev=-2.29
O 0.866 2.624 4.340 -3.6 0.5 -8.1
C 0.193 2.822 3.206 1.8 0.7 7.0
O -1.000 3.728 3.302 5.0 -3.7 -0.7
I -1.971 3.457 5.061 0.5 0.1 0.2
O 0.521 2.304 1.873 1.6 -0.5 2.3
C 1.455 1.170 1.914 -3.4 -6.2 5.2
O 1.114 0.096 2.680 2.9 7.8 -5.8
C 2.859 1.072 1.046 0.2 -2.9 -1.9
F 2.646 1.363 -0.422 0.8 -0.4 4.7
F 3.239 -0.391 1.077 -1.2 4.9 -0.1
C 4.124 1.876 1.700 2.8 -1.2 2.0
F 4.366 1.261 3.059 -1.0 1.8 -4.4
F 5.416 1.685 0.961 -4.7 0.5 2.1
C 3.894 3.474 1.962 2.3 2.4 1.3
F 5.260 4.111 1.864 -4.0 -2.0 0.3
F 3.435 3.798 3.365 1.3 -1.5 -5.2
C 2.963 4.244 0.855 -6.9 5.0 0.8
O 1.897 4.955 1.319 7.3 -5.2 -2.7
O 3.184 4.298 -0.599 -1.1 -1.9 3.5
H 2.320 3.946 -1.016 1.7 1.0 1.1
Br -0.341 -0.199 -0.808 0.1 0.0 0.1
C 1.134 -1.346 -1.369 0.1 0.2 -0.2
C 0.646 -2.474 -2.249 0.1 -0.2 0.0
Br -0.219 -3.868 -1.194 -0.1 0.1 -0.1
H 1.635 -1.689 -0.461 -0.2 0.0 -0.2
H 1.809 -0.688 -1.925 -0.1 -0.2 0.1
H 1.488 -2.969 -2.741 -0.1 0.2 0.1
H -0.075 -2.153 -3.006 0.2 0.0 0.2
Br -2.580 -9.208 -4.891 0.1 0.0 0.0
C -1.611 -8.105 -3.606 -0.1 -0.2 0.2
C -2.164 -6.699 -3.564 0.1 0.1 0.2
Br -1.574 -5.663 -5.107 -0.1 0.0 0.0
H -0.554 -8.148 -3.881 -0.3 0.1 0.0
H -1.752 -8.603 -2.641 0.0 0.2 -0.2
H -1.778 -6.160 -2.694 0.0 -0.1 -0.1
H -3.257 -6.663 -3.554 0.3 -0.1 -0.1
Br -5.895 -6.719 -4.672 -0.1 -0.1 0.2
C -7.004 -5.316 -3.893 -0.2 -0.1 -0.2
C -6.385 -3.953 -4.096 -0.1 0.2 0.1
Br -4.904 -3.658 -2.862 0.0 0.0 -0.1
H -7.152 -5.573 -2.841 0.1 0.1 -0.2
H -7.962 -5.387 -4.418 0.2 0.1 0.1
H -7.107 -3.164 -3.867 0.1 -0.2 0.0
H -5.995 -3.799 -5.106 -0.1 -0.1 0.3
Br -5.155 6.606 0.308 0.3 0.1 0.3
C -3.262 6.146 0.218 -0.1 0.1 -0.2
C -3.046 4.668 0.444 0.2 -0.1 0.1
Br -3.208 4.211 2.333 -2.4 0.6 -1.5
H -2.745 6.777 0.945 -0.1 -0.3 -0.1
H -2.948 6.431 -0.791 0.0 -0.1 0.2
H -2.027 4.381 0.168 -0.1 0.1 0.0
H -3.756 4.037 -0.099 0.1 0.3 0.1
Br 2.186 -9.206 2.244 0.0 0.0 -0.1
C 2.177 -7.782 0.910 0.2 -0.1 0.1
C 1.091 -6.772 1.196 0.0 0.1 -0.2
Br -0.662 -7.454 0.680 0.0 0.1 0.0
H 2.080 -8.261 -0.067 -0.1 0.1 0.2
H 3.165 -7.317 0.986 -0.4 -0.2 0.0
H 1.234 -5.871 0.592 0.0 -0.2 0.1
H 1.026 -6.490 2.251 0.1 -0.2 -0.3
Br -8.838 8.452 -0.928 0.0 -0.1 -0.1
C -9.506 6.991 -2.034 -0.2 0.1 0.2
C -8.820 5.689 -1.692 0.0 -0.2 -0.2
Br -7.022 5.620 -2.445 -0.3 -0.1 -0.2
H -9.374 7.292 -3.076 0.1 -0.2 0.3
H -10.577 6.933 -1.810 0.2 -0.1 0.0
H -9.350 4.845 -2.143 0.0 0.2 0.1
H -8.723 5.518 -0.616 0.0 0.2 -0.3
Br 6.483 5.052 8.395 0.0 -0.1 0.0
C 5.502 3.888 7.175 0.2 0.1 -0.2
C 4.057 4.312 7.058 -0.2 -0.2 -0.1
Br 3.032 3.764 8.624 0.0 0.1 -0.1
H 5.627 2.866 7.539 -0.1 0.3 -0.1
H 6.013 3.992 6.212 -0.2 0.0 0.1
H 3.576 3.811 6.213 0.1 0.1 0.1
H 3.928 5.393 6.955 0.1 -0.3 0.0
Br -5.075 -1.120 -7.058 0.1 -0.1 0.1
C -3.600 -2.267 -7.619 0.1 0.3 -0.1
C -4.088 -3.395 -8.499 0.1 -0.3 0.0
Br -4.952 -4.789 -7.444 0.1 0.1 -0.2
H -3.099 -2.610 -6.711 -0.2 0.0 -0.2
H -2.925 -1.609 -8.175 -0.1 -0.2 0.1
H -3.246 -3.891 -8.991 -0.1 0.1 0.1
H -4.809 -3.074 -9.256 0.2 0.0 0.2
Br 4.224 8.959 2.308 0.1 0.0 0.1
C 6.118 8.499 2.218 -0.1 0.1 -0.3
C 6.333 7.021 2.444 0.2 -0.1 0.1
Br 6.171 6.564 4.333 -0.1 0.0 -0.1
H 6.634 9.130 2.945 -0.1 -0.2 -0.1
H 6.431 8.784 1.208 0.0 -0.1 0.2
H 7.352 6.734 2.168 -0.2 0.1 0.0
H 5.623 6.390 1.901 0.2 0.3 0.2
Br 4.601 -7.043 4.912 0.1 0.0 -0.2
C 5.947 -6.622 3.564 0.1 -0.1 0.3
C 5.760 -5.224 3.022 0.2 0.1 -0.2
Br 4.274 -5.148 1.760 0.1 0.3 0.2
H 5.884 -7.398 2.796 0.0 0.3 0.1
H 6.906 -6.708 4.084 -0.2 0.1 -0.2
H 6.637 -4.914 2.447 -0.2 -0.1 0.1
H 5.558 -4.480 3.798 0.0 -0.3 -0.2

9
Properties=species:S:1:pos:R:3:forces:R:3 method="wB97M-V/def2-TZVPD" de_lowest_kj_mol=512.5 lumo_energy_ev=0.46
O -1.580 0.734 1.413 0.2 0.1 0.0
C -0.741 0.095 0.557 -0.1 -0.4 -0.2
C -1.098 -1.054 -0.087 0.4 0.4 0.2
O 0.586 -1.155 -0.915 -0.4 0.0 0.1
C 1.185 0.020 -0.483 -0.2 0.2 0.3
N 0.521 0.687 0.361 0.2 -0.2 -0.3
H -1.121 1.532 1.712 -0.1 -0.1 0.0
H 0.053 -1.085 -1.735 0.2 0.1 0.0
H 2.195 0.226 -0.823 -0.2 0.0 0.0